1.
Formula: C30H35ClN2O8
Source: the OMol25 dataset
Level of theory: wB97M-V/def2-TZVPD

Results
Gap between HOMO and LUMO (hartree): 0.253
Total charge: 0
F_max (eV/A): 14.3
Molecular weight (g/mol): 587.07
HOMO energy (eV): -7.10
DFT total energy (hartree): -2335.38530

Geometry (Å):
C (-8.492, -3.487, -25.743)
C (-9.930, -3.150, -25.559)
N (-10.761, -3.809, -26.669)
C (-12.133, -3.926, -26.565)
C (-12.523, -4.553, -27.660)
N (-11.452, -4.609, -28.577)
C (-10.307, -4.170, -27.842)
C (-11.420, -5.364, -29.902)
H (-8.161, -3.364, -26.749)
H (-8.348, -4.501, -25.316)
H (-7.768, -2.969, -24.936)
H (-10.041, -2.071, -25.767)
H (-10.053, -3.376, -24.585)
H (-12.627, -3.618, -25.730)
H (-13.556, -5.026, -27.926)
H (-9.270, -4.291, -28.269)
H (-10.579, -6.035, -29.943)
H (-11.417, -4.568, -30.620)
H (-12.306, -5.981, -30.033)
Cl (-7.436, -5.382, -29.997)
C (-5.380, -5.787, -34.057)
C (-5.387, -5.878, -35.466)
C (-4.203, -5.522, -36.165)
C (-3.148, -5.005, -35.397)
C (-3.282, -4.934, -34.027)
C (-4.425, -5.185, -33.350)
O (-4.386, -5.031, -31.994)
O (-4.121, -5.556, -37.538)
H (-6.314, -6.264, -33.614)
H (-6.321, -6.089, -35.997)
H (-2.202, -4.851, -35.723)
H (-2.367, -4.340, -33.499)
H (-5.343, -5.200, -31.701)
H (-3.336, -5.797, -38.013)
C (-3.213, 0.179, -29.716)
C (-4.719, -0.267, -29.745)
C (-4.973, -1.717, -29.954)
C (-3.758, -2.534, -30.171)
C (-2.512, -2.032, -30.069)
C (-2.145, -0.638, -29.963)
O (-0.815, -0.195, -30.119)
O (-6.119, -2.255, -29.736)
H (-3.042, 0.966, -29.374)
H (-5.368, 0.420, -29.376)
H (-3.839, -3.737, -30.283)
H (-1.615, -2.651, -30.344)
H (-0.205, -0.935, -30.605)
H (-6.458, -3.213, -30.031)
C (-7.914, -7.942, -25.484)
C (-7.146, -9.018, -24.724)
C (-6.278, -9.939, -25.443)
C (-6.164, -9.890, -26.798)
C (-6.864, -8.835, -27.560)
C (-7.677, -7.868, -26.846)
O (-8.446, -6.881, -27.574)
O (-5.751, -10.798, -24.665)
H (-8.479, -7.207, -24.782)
H (-7.468, -8.996, -23.834)
H (-5.363, -10.434, -27.292)
H (-6.863, -8.865, -28.682)
H (-7.959, -6.681, -28.504)
H (-6.289, -11.014, -23.704)
C (-8.914, -11.337, -31.930)
C (-7.879, -10.482, -31.238)
C (-7.841, -9.046, -31.707)
C (-8.816, -8.546, -32.579)
C (-9.806, -9.359, -33.090)
C (-9.883, -10.651, -32.693)
O (-10.918, -11.434, -33.268)
O (-6.794, -8.231, -31.254)
H (-8.710, -12.409, -31.748)
H (-7.174, -10.892, -30.544)
H (-9.034, -7.478, -32.529)
H (-10.824, -8.819, -33.672)
H (-10.737, -12.248, -33.117)
H (-7.159, -7.288, -31.003)

Results of the Mulliken charge analysis, in e, for atoms 1 through 4: number 1, C, carries -1.00; number 2, C, carries -0.40; number 3, N, carries 0.23; number 4, C, carries -0.60

2.
Formula: C30H35N3O18S2
Source: the OMol25 dataset
Level of theory: wB97M-V/def2-TZVPD

Results
Gap between HOMO and LUMO (hartree): 0.323
SMILES: O=[N+]([O-])c1ccccc1.O=[N+]([O-])c1ccccc1.O=[N+]([O-])c1ccccc1.O=S1(=O)OCCO1.O=S1(=O)OCCO1.O=C1CCCO1.O=C1CCCO1
Total charge: 0
F_max (eV/A): 4.7
Molecular weight (g/mol): 789.75
HOMO energy (eV): -9.74
DFT total energy (hartree): -3478.67082

Geometry (Å):
C (2.196, 1.510, 6.093)
C (3.480, 1.062, 6.651)
O (3.447, -0.373, 6.658)
S (2.067, -0.991, 5.929)
O (1.062, -1.339, 6.953)
O (2.379, -2.020, 4.941)
O (1.764, 0.478, 5.255)
H (2.238, 2.464, 5.568)
H (1.424, 1.628, 6.853)
H (3.829, 1.453, 7.607)
H (4.299, 1.370, 6.002)
C (-10.157, -0.942, -1.674)
C (-9.997, -2.346, -2.308)
O (-8.645, -2.666, -1.816)
S (-8.219, -1.847, -0.445)
O (-6.801, -1.561, -0.287)
O (-9.047, -2.337, 0.660)
O (-8.938, -0.523, -1.123)
H (-10.812, -1.037, -0.808)
H (-10.611, -0.170, -2.295)
H (-9.864, -2.499, -3.379)
H (-10.691, -3.094, -1.925)
C (6.368, -0.937, 1.553)
C (7.489, -1.724, 1.169)
C (7.452, -2.573, 0.026)
C (6.330, -2.499, -0.794)
C (5.228, -1.656, -0.413)
C (5.241, -0.861, 0.751)
N (6.268, -3.357, -1.991)
O (7.115, -4.198, -2.270)
O (5.268, -3.151, -2.654)
H (6.436, -0.293, 2.417)
H (8.324, -1.609, 1.844)
H (8.211, -3.317, -0.165)
H (4.355, -1.537, -1.037)
H (4.383, -0.223, 0.901)
C (7.571, 5.589, -2.366)
C (8.288, 4.823, -1.409)
C (7.747, 4.604, -0.140)
C (6.417, 4.993, 0.074)
C (5.613, 5.386, -1.015)
C (6.196, 5.671, -2.219)
N (5.842, 4.849, 1.415)
O (4.635, 4.820, 1.521)
O (6.628, 4.685, 2.339)
H (7.981, 5.833, -3.335)
H (9.297, 4.514, -1.637)
H (8.296, 4.108, 0.646)
H (4.536, 5.369, -0.940)
H (5.731, 6.008, -3.134)
C (-1.365, -6.287, 0.187)
C (-2.362, -7.263, 0.345)
C (-2.359, -8.200, 1.350)
C (-1.302, -8.135, 2.324)
C (-0.220, -7.257, 2.104)
C (-0.239, -6.336, 1.050)
N (-1.327, -8.876, 3.657)
O (-2.125, -9.756, 3.745)
O (-0.437, -8.712, 4.436)
H (-1.507, -5.440, -0.469)
H (-3.150, -7.204, -0.390)
H (-3.256, -8.796, 1.434)
H (0.627, -7.276, 2.773)
H (0.578, -5.631, 1.071)
O (-1.261, 0.092, -1.956)
C (-1.365, 1.096, -1.317)
O (-1.631, 2.207, -1.987)
C (-1.877, 3.317, -1.177)
C (-1.005, 2.943, 0.056)
C (-1.210, 1.406, 0.206)
H (-2.902, 3.484, -0.846)
H (-1.540, 4.249, -1.632)
H (-1.230, 3.464, 0.987)
H (0.033, 3.246, -0.080)
H (-2.139, 0.929, 0.520)
H (-0.368, 0.880, 0.658)
O (-7.214, 5.329, -2.995)
C (-6.594, 4.805, -3.925)
O (-5.432, 5.358, -4.467)
C (-5.097, 4.649, -5.558)
C (-5.749, 3.253, -5.475)
C (-6.913, 3.471, -4.565)
H (-4.022, 4.707, -5.729)
H (-5.619, 5.212, -6.332)
H (-5.164, 2.523, -4.915)
H (-6.032, 2.848, -6.446)
H (-6.981, 2.657, -3.844)
H (-7.891, 3.507, -5.045)

Results of the Mulliken charge analysis, in e, for atoms 1 through 4: number 1, C, carries -0.32; number 2, C, carries -0.24; number 3, O, carries -0.34; number 4, S, carries 1.07

3.
Formula: C30H36AuN4O6S2Si
Source: the OMol25 dataset
Level of theory: wB97M-V/def2-TZVPD

Results
Gap between HOMO and LUMO (spin up / spin down) (hartree): 0.278 / 0.158
⟨S²⟩: 2.028
Total charge: +1
F_max (eV/A): 2.9
Molecular weight (g/mol): 837.83
HOMO energy (spin up / spin down) (eV): -10.71 / -10.66
DFT total energy (hartree): -3056.57191
Multiplicity: 3

Geometry (Å):
Au (0.004, 0.499, 1.739)
O (6.900, 0.161, 0.703)
C (6.306, 1.375, 1.089)
C (4.891, 1.149, 1.528)
C (4.164, 2.155, 2.155)
C (2.830, 1.928, 2.439)
N (2.228, 0.780, 2.193)
C (2.937, -0.237, 1.683)
C (4.267, -0.076, 1.323)
C (2.225, -1.516, 1.593)
C (2.843, -2.741, 1.359)
C (2.098, -3.913, 1.422)
C (2.751, -5.252, 1.191)
O (3.887, -5.178, 0.376)
C (0.746, -3.825, 1.738)
C (0.194, -2.576, 1.932)
N (0.914, -1.471, 1.845)
H (7.790, 0.337, 0.382)
H (6.279, 2.088, 0.248)
H (6.867, 1.852, 1.909)
H (4.612, 3.110, 2.381)
H (2.220, 2.700, 2.885)
H (4.829, -0.869, 0.862)
H (3.897, -2.821, 1.150)
H (2.016, -5.970, 0.805)
H (3.098, -5.621, 2.165)
H (3.628, -5.154, -0.551)
H (0.132, -4.705, 1.822)
H (-0.855, -2.446, 2.154)
C (-6.558, 1.096, 2.530)
Si (-5.539, 0.628, 0.973)
C (-5.268, -1.251, 0.857)
C (-6.428, 1.248, -0.597)
C (-3.957, 1.707, 1.126)
C (-4.015, 3.068, 0.848)
C (-2.879, 3.863, 0.900)
C (-1.669, 3.280, 1.238)
N (-1.591, 1.991, 1.526)
C (-2.691, 1.227, 1.457)
S (-2.309, -0.412, 1.816)
H (-7.484, 0.533, 2.561)
H (-6.816, 2.150, 2.536)
H (-6.013, 0.884, 3.445)
H (-6.214, -1.738, 0.628)
H (-4.888, -1.683, 1.779)
H (-4.569, -1.491, 0.059)
H (-7.161, 0.514, -0.916)
H (-5.717, 1.387, -1.406)
H (-6.952, 2.184, -0.435)
H (-4.960, 3.517, 0.576)
H (-2.928, 4.914, 0.665)
H (-0.747, 3.840, 1.285)
C (2.052, -3.371, -2.888)
C (1.083, -2.235, -2.759)
C (0.862, -1.359, -3.816)
C (-0.037, -0.312, -3.693)
C (-0.711, -0.136, -2.500)
C (-0.551, -1.023, -1.457)
C (0.352, -2.064, -1.586)
S (-1.823, 1.262, -2.325)
O (-2.764, 0.960, -1.277)
O (-2.312, 1.629, -3.616)
N (-0.985, 2.585, -1.749)
C (0.128, 3.133, -2.473)
C (1.442, 2.339, -2.399)
C (1.767, 1.781, -0.964)
O (2.935, 1.834, -0.634)
O (0.771, 1.319, -0.362)
H (2.459, -3.421, -3.894)
H (1.551, -4.314, -2.670)
H (2.878, -3.246, -2.187)
H (1.399, -1.494, -4.743)
H (-0.231, 0.363, -4.512)
H (-1.142, -0.892, -0.565)
H (0.485, -2.763, -0.773)
H (-0.755, 2.431, -0.776)
H (0.299, 4.142, -2.085)
H (-0.187, 3.211, -3.519)
H (2.282, 2.964, -2.709)
H (1.406, 1.457, -3.038)

Results of the Mulliken charge analysis, in e, for atoms 1 through 4: number 1, Au, carries 0.83; number 2, O, carries -0.50; number 3, C, carries -0.66; number 4, C, carries 0.25

4.
Formula: C30H36BF3O3
Source: the OMol25 dataset
Level of theory: wB97M-V/def2-TZVPD

Results
Gap between HOMO and LUMO (hartree): 0.193
Total charge: 0
F_max (eV/A): 1.6
Molecular weight (g/mol): 512.42
HOMO energy (eV): -6.67
DFT total energy (hartree): -1714.90515

Geometry (Å):
C (5.026, 2.355, -1.212)
C (3.900, 2.269, -0.207)
C (4.032, 0.957, 0.583)
C (3.767, 3.532, 0.776)
C (4.651, 3.478, 2.006)
C (4.019, 4.837, 0.024)
O (2.389, 3.490, 1.168)
B (1.782, 2.658, 0.203)
C (0.843, 1.484, 0.715)
C (0.588, 0.390, -0.103)
C (-0.165, -0.679, 0.381)
C (-0.670, -0.625, 1.673)
C (-1.509, -1.777, 2.164)
F (-2.111, -1.506, 3.362)
F (-2.510, -2.066, 1.270)
F (-0.780, -2.922, 2.324)
C (-0.421, 0.464, 2.497)
C (0.338, 1.529, 2.013)
C (0.220, 3.976, -0.492)
C (0.209, 3.766, -1.966)
O (2.640, 2.304, -0.874)
H (5.980, 2.403, -0.677)
H (5.027, 1.456, -1.830)
H (4.923, 3.231, -1.853)
H (5.030, 0.883, 1.035)
H (3.273, 0.859, 1.373)
H (3.910, 0.112, -0.108)
H (5.706, 3.428, 1.703)
H (4.508, 4.391, 2.596)
H (4.416, 2.611, 2.637)
H (5.078, 4.919, -0.246)
H (3.406, 4.903, -0.884)
H (3.769, 5.679, 0.677)
H (0.977, 0.345, -1.123)
H (-0.357, -1.547, -0.255)
H (-0.813, 0.494, 3.512)
H (0.537, 2.382, 2.659)
H (-0.481, 3.408, 0.148)
H (0.653, 4.910, -0.122)
H (-0.592, 4.381, -2.410)
H (1.166, 4.068, -2.434)
H (0.027, 2.714, -2.232)
C (-5.635, -0.334, 3.394)
O (-4.736, -0.362, 2.263)
C (-4.064, 0.768, 1.922)
C (-3.566, 0.876, 0.599)
C (-2.912, 2.011, 0.189)
C (-2.714, 3.128, 1.051)
C (-2.077, 4.332, 0.536)
C (-2.166, 5.552, 1.316)
C (-2.718, 6.757, 0.794)
C (-3.115, 7.768, 1.659)
C (-2.910, 7.654, 3.041)
C (-3.517, 8.644, 3.993)
C (-2.157, 6.577, 3.526)
C (-1.746, 5.570, 2.669)
C (-3.196, 2.976, 2.387)
C (-3.821, 1.824, 2.825)
H (-6.054, -1.338, 3.428)
H (-5.093, -0.119, 4.326)
H (-6.430, 0.408, 3.239)
H (-3.720, 0.025, -0.060)
H (-2.554, 2.059, -0.846)
H (-2.152, 4.457, -0.548)
H (-2.890, 6.848, -0.278)
H (-3.613, 8.669, 1.284)
H (-3.029, 8.587, 4.973)
H (-3.431, 9.668, 3.607)
H (-4.590, 8.446, 4.149)
H (-1.922, 6.531, 4.593)
H (-1.154, 4.731, 3.043)
H (-3.099, 3.775, 3.112)
H (-4.147, 1.735, 3.866)

Results of the Mulliken charge analysis, in e, for atoms 1 through 4: number 1, C, carries -1.91; number 2, C, carries 1.43; number 3, C, carries -1.64; number 4, C, carries 1.56

Short version: relative energy (zero: lowest compared OMol25 entry of this formula, charge and spin) = 81.8; 0.0; 34.9; 292.7 kJ/mol, in the order given.